The following is a quantum chemistry calculation of a 13-piece molecular cluster, C28H87N21O13 overall, from the OMol25 dataset.

Bonds (Å) are listed after each position.
Atoms and positions in Å:
1 C -4.840 -3.436 4.925  O2 1.196, N3 1.276, N4 1.281
2 O -5.163 -2.903 5.945  C1 1.196
3 N -4.476 -4.654 4.807  C1 1.276, H5 1.010, H6 1.010
4 N -4.780 -2.909 3.759  C1 1.281, H7 1.010, H8 1.010
5 H -4.473 -5.153 5.685  N3 1.010
6 H -4.212 -5.022 3.905  N3 1.010
7 H -4.353 -3.512 3.071  N4 1.010
8 H -5.103 -1.985 3.509  N4 1.010
9 C 1.519 2.967 -6.080  O10 1.251, N11 1.270, N12 1.319
10 O 1.439 2.151 -7.025  C9 1.251
11 N 1.156 4.184 -6.107  C9 1.270, H13 1.010, H14 1.010
12 N 1.926 2.685 -4.857  C9 1.319, H15 1.010, H16 1.010
13 H 0.794 4.606 -6.950  N11 1.010
14 H 1.118 4.700 -5.239  N11 1.010
15 H 2.244 1.727 -4.809  N12 1.010
16 H 1.904 3.386 -4.131  N12 1.010
17 C -8.773 1.799 -4.207  O18 1.247, N19 1.306, N20 1.332
18 O -8.282 1.540 -5.323  C17 1.247
19 N -9.639 2.723 -3.886  C17 1.306, H21 1.010, H22 1.010
20 N -8.319 1.133 -3.147  C17 1.332, H23 1.010, H24 1.010
21 H -9.742 2.895 -2.896  N19 1.010
22 H -10.209 3.027 -4.662  N19 1.010
23 H -7.482 0.569 -3.175  N20 1.010
24 H -8.743 1.388 -2.266  N20 1.010
25 C -3.666 -6.723 -1.039  O26 1.233, N27 1.256, N28 1.308
26 O -3.630 -6.262 0.104  C25 1.233
27 N -2.734 -6.520 -1.856  C25 1.256, H29 1.010, H30 1.010
28 N -4.569 -7.567 -1.467  C25 1.308, H31 1.010, H32 1.010
29 H -2.839 -7.087 -2.686  N27 1.010
30 H -1.966 -5.910 -1.616  N27 1.010
31 H -4.685 -7.787 -2.446  N28 1.010
32 H -5.256 -7.909 -0.810  N28 1.010
33 C 6.118 -2.145 -5.026  O34 1.218, N35 1.316, N36 1.315
34 O 4.900 -2.165 -5.063  C33 1.218
35 N 6.871 -2.854 -5.839  C33 1.316, H37 1.010, H38 1.010
36 N 6.830 -1.331 -4.278  C33 1.315, H39 1.010, H40 1.010
37 H 6.387 -3.414 -6.525  N35 1.010
38 H 7.866 -2.980 -5.717  N35 1.010
39 H 6.513 -0.582 -3.679  N36 1.010
40 H 7.794 -1.632 -4.282  N36 1.010
41 C -2.588 -1.312 -7.033  O42 1.187, N43 1.297, N44 1.337
42 O -3.280 -2.004 -6.361  C41 1.187
43 N -1.363 -1.583 -7.364  C41 1.297, H45 1.010, H46 1.010
44 N -2.932 -0.111 -7.510  C41 1.337, H47 1.010, H48 1.010
45 H -0.954 -2.464 -7.085  N43 1.010
46 H -0.732 -0.866 -7.692  N43 1.010
47 H -2.269 0.412 -8.063  N44 1.010
48 H -3.872 0.185 -7.288  N44 1.010
49 C 0.898 -7.477 -5.765  O50 1.233, N51 1.330, N52 1.306
50 O -0.107 -6.879 -6.156  C49 1.233
51 N 1.837 -7.017 -4.942  C49 1.330, H53 1.010, H54 1.010
52 N 1.158 -8.741 -5.965  C49 1.306, H55 1.010, H56 1.010
53 H 2.656 -7.564 -4.718  N51 1.010
54 H 1.797 -6.078 -4.574  N51 1.010
55 H 2.037 -9.089 -5.610  N52 1.010
56 H 0.443 -9.298 -6.411  N52 1.010
57 C 1.420 3.408 4.235  O58 1.235, N59 1.290, N60 1.363
58 O 1.563 4.054 3.191  C57 1.235
59 N 0.483 2.561 4.495  C57 1.290, H61 1.010, H62 1.010
60 N 2.283 3.388 5.290  C57 1.363, H63 1.010, H64 1.010
61 H 0.204 2.237 5.410  N59 1.010
62 H -0.161 2.495 3.720  N59 1.010
63 H 1.939 2.784 6.023  N60 1.010
64 H 3.105 3.968 5.384  N60 1.010
65 C -2.335 9.047 7.236  C66 1.494, H71 1.090, H72 1.090, H73 1.090
66 C -2.120 8.911 5.764  C65 1.494, C67 1.591, N70 1.478, H74 1.090
67 C -0.637 9.240 5.292  C66 1.591, O68 1.401, H75 1.090, H76 1.090
68 O -0.121 10.481 5.686  C67 1.401, C69 1.413
69 C -0.323 11.479 4.706  O68 1.413, H77 1.090, H78 1.090, H79 1.090
70 N -2.378 7.487 5.462  C66 1.478, H80 1.010, H81 1.010
71 H -3.377 9.003 7.553  C65 1.090
72 H -1.969 10.004 7.609  C65 1.090
73 H -1.815 8.235 7.744  C65 1.090
74 H -2.796 9.590 5.245  C66 1.090
75 H -0.434 9.206 4.222  C67 1.090
76 H -0.123 8.477 5.877  C67 1.090
77 H -0.019 12.466 5.053  C69 1.090
78 H -1.396 11.522 4.518  C69 1.090
79 H 0.233 11.378 3.774  C69 1.090
80 H -2.094 7.207 4.534  N70 1.010
81 H -1.793 6.934 6.072  N70 1.010
82 C 7.247 -2.547 2.139  C83 1.561, H88 1.090, H89 1.090, H90 1.090
83 C 8.178 -1.999 1.011  C82 1.561, C84 1.492, N87 1.455, H91 1.090
84 C 8.228 -0.511 0.909  C83 1.492, O85 1.393, H92 1.090, H93 1.090
85 O 6.957 0.047 0.787  C84 1.393, C86 1.376
86 C 6.615 0.805 1.884  O85 1.376, H94 1.090, H95 1.090, H96 1.090
87 N 9.499 -2.563 1.245  C83 1.455, H97 1.010, H98 1.010
88 H 7.000 -3.582 1.905  C82 1.090
89 H 6.333 -1.958 2.218  C82 1.090
90 H 7.656 -2.493 3.148  C82 1.090
91 H 7.852 -2.396 0.050  C83 1.090
92 H 8.787 -0.256 0.009  C84 1.090
93 H 8.798 -0.148 1.763  C84 1.090
94 H 6.475 0.225 2.795  C86 1.090
95 H 5.689 1.304 1.600  C86 1.090
96 H 7.270 1.666 2.022  C86 1.090
97 H 9.300 -3.537 1.426  N87 1.010
98 H 10.041 -2.544 0.393  N87 1.010
99 C -3.956 9.267 0.276  C100 1.546, H105 1.090, H106 1.090, H107 1.090
100 C -4.064 8.101 -0.733  C99 1.546, C101 1.506, N104 1.477, H108 1.090
101 C -5.495 7.815 -1.107  C100 1.506, O102 1.396, H109 1.090, H110 1.090
102 O -6.135 7.354 0.045  C101 1.396, C103 1.410
103 C -7.526 7.157 -0.079  O102 1.410, H111 1.090, H112 1.090, H113 1.090
104 N -3.293 8.418 -1.952  C100 1.477, H114 1.010, H115 1.010
105 H -4.411 10.170 -0.131  C99 1.090
106 H -2.892 9.430 0.450  C99 1.090
107 H -4.537 8.979 1.152  C99 1.090
108 H -3.620 7.220 -0.269  C100 1.090
109 H -5.553 6.997 -1.825  C101 1.090
110 H -5.891 8.690 -1.622  C101 1.090
111 H -7.975 8.105 -0.374  C103 1.090
112 H -7.848 6.633 0.821  C103 1.090
113 H -7.775 6.363 -0.783  C103 1.090
114 H -3.378 9.404 -2.153  N104 1.010
115 H -3.769 8.077 -2.774  N104 1.010
116 C 4.733 -9.373 3.883  C117 1.541, H122 1.090, H123 1.090, H124 1.090
117 C 3.386 -10.114 3.783  C116 1.541, C118 1.632, N121 1.476, H125 1.090
118 C 2.964 -10.408 2.235  C117 1.632, O119 1.393, H126 1.090, H127 1.090
119 O 3.046 -9.252 1.462  C118 1.393, C120 1.433
120 C 2.287 -8.149 1.974  O119 1.433, H128 1.090, H129 1.090, H130 1.090
121 N 3.476 -11.375 4.543  C117 1.476, H131 1.010, H132 1.010
122 H 5.117 -9.403 4.903  C116 1.090
123 H 4.549 -8.385 3.461  C116 1.090
124 H 5.572 -9.655 3.247  C116 1.090
125 H 2.603 -9.440 4.133  C117 1.090
126 H 2.006 -10.926 2.186  C118 1.090
127 H 3.664 -11.067 1.723  C118 1.090
128 H 2.893 -7.576 2.676  C120 1.090
129 H 1.304 -8.465 2.323  C120 1.090
130 H 2.010 -7.515 1.133  C120 1.090
131 H 4.340 -11.864 4.353  N121 1.010
132 H 3.517 -11.185 5.534  N121 1.010
133 C 1.174 -1.050 0.271  C134 1.528, H139 1.090, H140 1.090, H141 1.090
134 C -0.047 -1.560 -0.492  C133 1.528, C135 1.503, N138 1.439, H142 1.090
135 C -1.001 -0.446 -0.822  C134 1.503, O136 1.422, H143 1.090, H144 1.090
136 O -1.444 0.270 0.324  C135 1.422, C137 1.410
137 C -2.349 1.310 0.027  O136 1.410, H145 1.090, H146 1.090, H147 1.090
138 N 0.440 -2.272 -1.644  C134 1.439, H148 1.010, H149 1.010
139 H 1.812 -1.904 0.499  C133 1.090
140 H 0.872 -0.769 1.280  C133 1.090
141 H 1.722 -0.233 -0.198  C133 1.090
142 H -0.616 -2.258 0.122  C134 1.090
143 H -1.892 -0.828 -1.320  C135 1.090
144 H -0.667 0.362 -1.473  C135 1.090
145 H -3.251 1.041 -0.522  C137 1.090
146 H -1.798 2.115 -0.458  C137 1.090
147 H -2.560 1.919 0.906  C137 1.090
148 H 1.072 -1.630 -2.100  N138 1.010
149 H -0.256 -2.321 -2.375  N138 1.010

Output
Net charge   0
Energy above the lowest of the compared OMol25 structures with the same formula, charge and spin   923.6 kJ/mol
LUMO energy   0.00691 hartree
Largest force on an atom   6.51 eV Å⁻¹
Calculated total energy   -88354.9209 eV
E_HOMO   -0.3281 hartree